(1)
Below is a 8-piece molecular cluster, C44H41F7OP overall, with properties calculated with the ωB97M-V functional and the def2-TZVPD basis.

Its gap between HOMO and LUMO is 4.8630 eV. The total energy is -2816.909915 Ha. As for the total charge: -1. The spin multiplicity is 1. The calculation puts the HOMO energy at -0.1035 hartree. The calculation puts the molar mass at 749.77 g/mol. The calculation puts the LUMO energy at 2.05 eV.

CARTESIAN COORDINATES (ANGSTROEM)
C: 4.02180 -3.17894 4.96675
C: 4.84139 -1.93783 4.63577
P: 4.00176 -0.59092 4.05440
O: 3.84196 0.69163 4.83033
H: 4.09146 -3.96641 4.20218
H: 4.31566 -3.64780 5.91684
H: 2.95383 -2.93991 5.07395
H: 5.62348 -2.17644 3.90978
H: 4.56265 -0.22129 2.79868
H: 2.67666 -1.01703 3.71353
F: 1.28142 0.42620 1.43365
C: 0.10951 -0.19526 1.66287
C: -0.70608 -0.49719 0.58890
C: -1.91776 -1.12731 0.83958
C: -2.28149 -1.45734 2.13793
C: -1.43557 -1.14790 3.19518
C: -0.22737 -0.50623 2.96397
H: -0.40624 -0.21603 -0.41237
H: -2.58288 -1.35123 0.01607
H: -3.23512 -1.93605 2.32226
H: -1.71663 -1.38883 4.21156
H: 0.45590 -0.25597 3.75930
F: -4.16213 -1.66576 -1.68389
C: -3.70454 -0.54595 -2.29016
C: -2.66930 -0.66079 -3.19540
C: -2.20697 0.49656 -3.80769
C: -2.77341 1.72856 -3.50936
C: -3.81049 1.80670 -2.58986
C: -4.28929 0.66162 -1.96966
H: -2.23422 -1.62834 -3.40150
H: -1.39727 0.43029 -4.52323
H: -2.41019 2.62478 -3.99374
H: -4.25579 2.76314 -2.34844
H: -5.09435 0.69927 -1.25016
F: -5.60642 2.52513 0.20335
C: -4.48208 2.79386 0.91927
C: -4.12361 1.93008 1.93261
C: -2.95457 2.19442 2.63325
C: -2.17930 3.30239 2.32085
C: -2.57494 4.15465 1.29898
C: -3.73654 3.90328 0.58051
H: -4.73524 1.06487 2.14947
H: -2.63367 1.51475 3.41329
H: -1.26343 3.48862 2.86676
H: -1.97141 5.01769 1.04863
H: -4.05869 4.54477 -0.22870
F: 4.65950 -3.30654 1.65768
C: 5.73966 -3.64987 0.94476
C: 6.85173 -2.83027 0.99220
C: 7.95448 -3.17459 0.22444
C: 7.93544 -4.31136 -0.57417
C: 6.80324 -5.11465 -0.60144
C: 5.69378 -4.79067 0.16640
H: 6.83425 -1.95269 1.62494
H: 8.83639 -2.54743 0.25343
H: 8.79965 -4.56960 -1.17215
H: 6.77837 -5.99845 -1.22642
H: 4.79816 -5.39702 0.16320
F: -0.25995 -2.95528 -2.72396
C: 1.08843 -2.96229 -2.57911
C: 1.86810 -3.36931 -3.64156
C: 3.24826 -3.35990 -3.47823
C: 3.81176 -2.94561 -2.27920
C: 2.99512 -2.53865 -1.23207
C: 1.61657 -2.54924 -1.37478
H: 1.40100 -3.68629 -4.56416
H: 3.88308 -3.67751 -4.29571
H: 4.88683 -2.94175 -2.15411
H: 3.42888 -2.21787 -0.29368
H: 0.96123 -2.24014 -0.57233
F: -3.70948 3.90108 -5.96249
C: -4.56097 3.20205 -6.74526
C: -5.02515 3.79947 -7.89989
C: -5.90035 3.08417 -8.70482
C: -6.29543 1.80273 -8.34701
C: -5.81004 1.23298 -7.17796
C: -4.93011 1.92917 -6.36036
H: -4.70392 4.80068 -8.15211
H: -6.27359 3.53371 -9.61596
H: -6.97946 1.25005 -8.97702
H: -6.11657 0.23494 -6.89264
H: -4.53857 1.49947 -5.44960
F: -1.20936 1.23842 6.29612
C: -0.37114 2.22414 5.87765
C: -0.91643 3.46390 5.60863
C: -0.05963 4.47282 5.18665
C: 1.29940 4.22444 5.04159
C: 1.81180 2.96039 5.30895
C: 0.97143 1.94413 5.73758
H: -1.97934 3.62641 5.73113
H: -0.46135 5.45683 4.97567
H: 1.96124 5.01597 4.71406
H: 2.86165 2.71796 5.19646
H: 1.38092 0.96457 5.95039

Okay, here come the Mulliken numbers, in e, for every atom: -0.64 -0.51 0.50 -0.54 0.17 0.26 0.16 -0.01 -0.11 -0.22 -0.42 0.29 -0.76 -0.15 -0.71 -0.63 -0.13 0.81 0.36 0.45 0.38 0.50 -0.44 0.55 -0.49 -0.24 -1.11 -0.15 -0.45 0.46 0.48 0.51 0.45 0.47 -0.42 0.30 -0.37 -0.38 -0.50 -0.65 -0.25 0.45 0.41 0.51 0.40 0.45 -0.28 0.30 -0.29 -0.37 -0.54 -0.39 -0.40 0.43 0.36 0.38 0.37 0.43 -0.30 0.41 -0.64 -0.32 -0.58 -0.55 -0.39 0.42 0.37 0.44 0.54 0.54 -0.29 0.44 -0.59 -0.31 -0.58 -0.46 -0.01 0.42 0.35 0.37 0.37 0.27 -0.41 0.69 -0.48 -0.36 -0.49 -0.41 -0.75 0.45 0.38 0.39 0.48 0.55

=====

(2)
Below is C44H42B5FeN6O40 as an isolated structure in a non-equilibrium geometry, with properties calculated with the ωB97M-V functional and the def2-TZVPD basis.

Its gap between HOMO and LUMO (alpha / beta) is 6.3296 / 4.3410 eV. The total energy is -6429.096543 Ha. As for the total charge: -2. The spin multiplicity is 6. As for the expectation value of S²: 8.76. The calculation puts the HOMO energy (alpha / beta) at -0.1580 / -0.1580 hartree. The calculation puts the molar mass at 1404.73 g/mol. The calculation puts the LUMO energy (alpha / beta) at 2.03 / 0.04 eV.

CARTESIAN COORDINATES (ANGSTROEM)
Fe: 14.78261 38.32401 11.27640
O: 10.69215 39.56634 12.69527
C: 10.91506 40.46822 11.83063
O: 10.23241 41.58344 11.51181
B: 10.90620 42.32391 10.40756
O: 12.28162 41.79235 10.38362
C: 12.28449 40.66522 11.12474
O: 13.19077 39.81144 11.23234
O: 10.81767 43.78722 10.67665
C: 10.58671 44.37796 9.54394
O: 10.60757 45.58394 9.26068
C: 10.21885 43.29609 8.50458
O: 10.33062 42.13713 9.04744
O: 9.77109 43.46801 7.34516
O: 11.06542 35.66595 7.88102
C: 10.46672 36.68375 8.19642
O: 9.34024 37.21907 7.75374
B: 9.29951 38.56551 8.35516
O: 10.42753 38.62515 9.32446
C: 11.11494 37.59489 9.25254
O: 12.14326 37.38514 9.88598
O: 9.45823 39.60880 7.30630
C: 8.43593 40.37514 7.16246
O: 8.31563 41.34057 6.34787
C: 7.39683 39.85690 8.18889
O: 7.91710 38.84790 8.84286
O: 6.27543 40.36839 8.45112
O: 17.62199 41.25258 9.55823
C: 16.87828 41.92037 10.23568
O: 16.46748 43.21934 10.04576
B: 15.39210 43.59698 10.97306
O: 15.06775 42.27293 11.64399
C: 15.88657 41.33775 11.30128
O: 15.66539 40.13604 11.60732
O: 14.33435 44.24738 10.23074
C: 14.09996 45.44765 10.66176
O: 13.21188 46.14189 10.25252
C: 15.02193 45.71411 11.84910
O: 15.73403 44.61860 12.01985
O: 15.07392 46.71843 12.58168
O: 13.86098 39.05971 16.58988
C: 14.61084 39.91042 16.13297
O: 15.48106 40.65526 16.76349
B: 15.99399 41.77859 15.90837
O: 15.46418 41.49945 14.56094
C: 14.63175 40.41078 14.66091
O: 14.01480 39.77128 13.79358
O: 17.44454 41.81157 15.83443
C: 17.85661 43.05564 15.98636
O: 18.97145 43.51316 15.91466
C: 16.59866 43.85475 16.38262
O: 15.54897 43.07334 16.42217
O: 16.65275 45.02863 16.60048
O: 14.50999 38.90842 9.21492
C: 14.44810 39.69779 8.21560
O: 13.94919 40.89373 8.18819
B: 14.24445 41.49233 6.83726
O: 14.68609 40.33095 6.02666
C: 14.84295 39.26940 6.78882
O: 15.26412 38.17404 6.36861
O: 13.03792 42.07922 6.26739
C: 13.11458 43.36699 6.10900
O: 12.27984 44.15470 5.61247
C: 14.53064 43.68183 6.36624
O: 15.17104 42.62767 6.86632
O: 15.02527 44.78995 6.18732
C: 13.51170 35.76201 15.99493
C: 12.13620 35.47362 15.36208
C: 11.62150 36.58338 14.45144
C: 12.54125 37.02299 13.37865
N: 13.18141 37.43882 12.49914
H: 13.82263 34.85831 16.51909
H: 13.49470 36.50907 16.78847
H: 14.26012 36.16413 15.31208
H: 11.50813 35.38060 16.24806
H: 12.17258 34.56196 14.76570
H: 11.64507 37.57391 14.90575
H: 10.61518 36.49360 14.04232
C: 13.92160 33.79466 6.30120
C: 14.04560 35.01894 7.20398
C: 13.94041 34.60971 8.67517
C: 14.48606 35.60234 9.63226
N: 14.91791 36.37867 10.36973
H: 13.92902 34.20092 5.28976
H: 12.94453 33.32557 6.41686
H: 14.62943 32.97484 6.42358
H: 13.27837 35.74854 6.94483
H: 15.01202 35.52058 7.15411
H: 14.61074 33.78932 8.93152
H: 12.97880 34.20872 8.99553
C: 15.66141 30.81781 15.93958
C: 15.37729 32.23798 15.41812
C: 16.10314 32.66591 14.10449
C: 15.43086 33.86072 13.51828
N: 14.92553 34.79261 13.10654
H: 15.22692 30.66085 16.92685
H: 16.72137 30.63001 16.11084
H: 15.29235 30.08469 15.22235
H: 15.62276 32.96426 16.19297
H: 14.32037 32.38612 15.19664
H: 16.01521 31.89939 13.33455
H: 17.10934 32.95685 14.40619
C: 19.32304 38.64687 7.10236
C: 19.81457 37.69395 8.16984
C: 19.52472 38.25148 9.60034
C: 18.06450 38.17584 9.98177
N: 16.93521 38.19351 10.28411
H: 18.37978 39.14556 7.32522
H: 19.18447 38.19667 6.11939
H: 20.10488 39.40009 7.00482
H: 20.86599 37.47945 7.97852
H: 19.33498 36.73067 7.99605
H: 19.71345 39.29968 9.83225
H: 20.10064 37.62254 10.27921
C: 21.86482 40.08158 16.42509
C: 20.77211 39.88251 15.38956
C: 20.97220 40.73970 14.13425
C: 19.93233 40.66727 13.15822
N: 19.07092 40.52236 12.39004
H: 22.03303 41.12154 16.70492
H: 22.85092 39.86667 16.01338
H: 21.61775 39.54661 17.34208
H: 19.80826 40.17881 15.80345
H: 20.83779 38.83003 15.11373
H: 21.81820 40.34164 13.57396
H: 21.21234 41.78194 14.34440
C: 17.10233 37.26203 16.80473
C: 18.15783 37.02551 15.64400
C: 18.07476 37.97201 14.47685
C: 16.91119 37.85411 13.60677
N: 16.00781 37.75383 12.88170
H: 17.52868 37.91813 17.56358
H: 16.91998 36.37223 17.40732
H: 16.15092 37.64787 16.43864
H: 17.99335 35.99039 15.34469
H: 19.08546 37.06147 16.21523
H: 18.90949 37.75145 13.81151
H: 17.96176 39.04562 14.62748

Mulliken population analysis, charges in e, atoms 1 to 99: 0.76 -0.71 0.50 -0.53 0.77 0.14 -0.42 2.40 -0.64 0.31 -0.64 0.67 -0.08 -0.63 -0.64 0.06 -0.39 0.97 -0.20 0.39 -0.21 -0.61 0.75 -0.64 0.47 -0.51 -0.69 -0.46 -0.17 -0.42 1.01 -0.54 0.43 0.91 0.27 0.53 -0.61 0.26 -0.84 -0.68 -0.63 0.24 -0.51 0.91 -0.12 0.04 -0.13 -0.18 0.69 -0.66 0.28 -0.59 -0.60 -0.17 0.26 -0.64 1.86 -0.55 -0.06 -0.68 -0.68 0.83 -0.63 0.38 -0.65 -0.66 -0.75 -0.59 -1.08 0.16 -0.10 0.38 0.44 -0.05 0.39 0.26 0.25 0.50 -1.58 0.19 -0.87 0.40 -0.46 0.39 0.34 0.38 0.09 0.41 0.53 0.37 -1.39 -0.05 -0.53 0.18 -0.26 0.37 0.33 0.34 0.18